ORCA calculation (the ωB97M-V functional and the def2-TZVPD basis) on a molecular structure, C40H38BeFNP2 at a distorted geometry.

As for the gap between HOMO and LUMO: 8.05 eV. The calculation puts the HOMO energy at -7.5 eV.

Structure (XYZ):
```
83
C40H38BeFNP2 (the ωB97M-V functional and the def2-TZVPD basis)
Be -0.86 2.02 0.27
C -1.07 -1.52 0.51
N -0.15 -2.28 -0.27
C 1.21 -1.78 -0.31
P 1.44 -0.04 0.39
C 2.36 -0.46 1.94
C 2.02 0.22 3.10
C 2.68 0.00 4.30
C 3.69 -0.94 4.36
C 4.03 -1.65 3.22
C 3.38 -1.41 2.03
C 2.84 0.45 -0.70
C 2.84 1.75 -1.19
C 3.86 2.20 -2.01
C 4.90 1.35 -2.36
C 4.90 0.05 -1.90
C 3.88 -0.40 -1.08
C -0.41 -3.57 -0.71
C 0.61 -4.38 -1.22
C 0.34 -5.65 -1.70
C -0.94 -6.15 -1.71
C -1.96 -5.37 -1.20
C -1.70 -4.11 -0.69
P -1.65 0.07 -0.34
C -1.71 -0.38 -2.11
C -1.07 0.45 -3.02
C -1.23 0.24 -4.38
C -1.99 -0.82 -4.83
C -2.59 -1.68 -3.93
C -2.46 -1.46 -2.57
C -3.40 -0.07 0.13
C -3.67 -0.31 1.48
C -4.97 -0.46 1.92
C -6.02 -0.34 1.03
C -5.77 -0.06 -0.30
C -4.47 0.09 -0.75
H -0.60 -1.20 1.45
H -1.95 -2.11 0.75
H 1.55 -1.74 -1.35
H 1.87 -2.45 0.26
H 1.22 0.94 3.08
H 2.40 0.56 5.18
H 4.21 -1.13 5.29
H 4.80 -2.40 3.26
H 3.68 -1.99 1.17
H 2.02 2.41 -0.93
H 3.85 3.22 -2.38
H 5.69 1.70 -3.00
H 5.70 -0.62 -2.17
H 3.91 -1.43 -0.75
H 1.63 -4.04 -1.23
H 1.16 -6.26 -2.06
H -1.15 -7.14 -2.11
H -2.98 -5.74 -1.18
H -2.54 -3.57 -0.28
H -0.48 1.27 -2.66
H -0.76 0.91 -5.08
H -2.13 -0.97 -5.89
H -3.18 -2.51 -4.28
H -2.96 -2.11 -1.87
H -2.85 -0.38 2.18
H -5.16 -0.68 2.96
H -7.04 -0.47 1.37
H -6.59 0.04 -0.99
H -4.28 0.31 -1.80
F 2.46 6.77 2.35
C 1.63 5.69 2.30
C 2.15 4.46 1.98
C 1.30 3.37 1.94
C -0.07 3.49 2.19
C -0.97 2.32 2.04
C -0.56 4.76 2.49
C 0.28 5.86 2.56
H 3.20 4.35 1.74
H 1.72 2.41 1.67
H -1.95 2.59 2.44
H -0.62 1.51 2.68
H -1.62 4.88 2.65
H -0.11 6.84 2.81
C -0.68 3.38 -0.87
H -0.57 3.26 -1.95
H 0.11 4.07 -0.58
H -1.58 4.00 -0.78
```